Arrangement 1

Here is a 2-piece molecular cluster, C4H9O2S overall from OMol25. Energies are from ωB97M-V/def2-TZVPD.

Bonds (Å) are listed after each position.
Element x y z (Å)
1 C 1.920 -1.556 -0.742  S7 1.823, H9 1.098, H13 1.084, H14 1.088
2 C -1.866 0.957 1.671  C4 1.581, O15 1.259, O16 1.250
3 H -3.225 -0.611 2.204  C4 1.087
4 C -2.763 -0.283 1.276  C2 1.581, H3 1.087, H10 1.084, H11 1.091
5 C 1.798 1.162 -1.514  H6 1.087, S7 1.796, H8 1.086, H12 1.091
6 H 1.588 1.217 -2.579  C5 1.087
7 S 2.981 -0.162 -1.245  C1 1.823, C5 1.796
8 H 2.233 2.063 -1.093  C5 1.086
9 H 2.048 -2.444 -1.374  C1 1.098
10 H -3.475 0.043 0.526  C4 1.084
11 H -2.063 -1.025 0.888  C4 1.091
12 H 0.871 1.004 -0.961  C5 1.091
13 H 0.874 -1.296 -0.856  C1 1.084
14 H 2.227 -1.900 0.243  C1 1.088
15 O -0.727 1.037 1.141  C2 1.259
16 O -2.420 1.795 2.415  C2 1.250

Calculated values
E_LUMO in eV: 3.102
Frontier orbital gap in eV: 7.1
2S+1: 1
Charge: -1
HOMO level in Ha: -0.145

Atom-resolved charges from Mulliken, all expressed in e: C -0.683; C 0.469; H 0.249; C -0.690; C -0.537; H 0.247; S -0.137; H 0.268; H 0.304; H 0.191; H 0.176; H 0.112; H 0.188; H 0.247; O -0.667; O -0.738

***

Arrangement 2

Here is an isolated ion of composition C4H9O2S and charge -1 from OMol25. Energies are from ωB97M-V/def2-TZVPD.

Bonds (Å) are listed after each position.
Element x y z (Å)
1 H -0.199 1.965 1.396  C3 1.116
2 O -0.212 0.027 -2.296  S10 1.688
3 C 0.764 1.538 1.026  H1 1.116, H5 1.152, C6 1.543, H16 1.154
4 C -1.905 -1.129 -0.457  H8 0.974, H9 1.175, S10 1.844, H15 1.160
5 H 0.954 2.100 0.039  C3 1.152
6 C 0.382 0.088 0.662  C3 1.543, C7 1.528, S10 1.788
7 C 1.578 -0.754 0.217  C6 1.528, H11 1.155, H12 1.109, H13 1.085
8 H -1.700 -1.498 0.420  C4 0.974
9 H -3.011 -0.735 -0.511  C4 1.175
10 S -0.743 0.280 -0.714  O2 1.688, C4 1.844, C6 1.788, O14 1.458
11 H 1.270 -1.632 -0.467  C7 1.155
12 H 2.340 -0.064 -0.199  C7 1.109
13 H 2.037 -1.161 1.111  C7 1.085
14 O -1.528 1.493 -0.516  S10 1.458
15 H -1.691 -1.769 -1.400  C4 1.160
16 H 1.663 1.251 1.689  C3 1.154

Calculated values
E_LUMO in eV: 3.958
Frontier orbital gap in eV: 6.6
2S+1: 1
SMILES string: CC(C)=[S@@](C)(=O)[O-]
Charge: -1
HOMO level in Ha: -0.096

Atom-resolved charges from Mulliken, all expressed in e: H 0.308; O -0.765; C -1.200; C -1.096; H 0.197; C 0.126; C -1.162; H 0.447; H 0.257; S 1.071; H 0.291; H 0.236; H 0.368; O -0.726; H 0.275; H 0.374

***

Arrangement 3

Here is a 2-piece molecular cluster, C4H9O2S overall from OMol25. Energies are from ωB97M-V/def2-TZVPD.

Bonds (Å) are listed after each position.
Element x y z (Å)
1 C 0.843 -2.183 -1.541  H3 1.096, H6 1.087, S7 1.792, H11 1.095
2 C 1.362 -0.396 0.594  S7 1.824, H8 1.083, H9 1.098, H14 1.083
3 H 0.907 -3.274 -1.624  C1 1.096
4 H -1.573 0.336 1.058  C5 1.092
5 C -1.170 1.343 1.186  H4 1.092, H10 1.076, H15 1.102, C16 1.572
6 H -0.089 -1.996 -1.013  C1 1.087
7 S 2.193 -1.314 -0.745  C1 1.792, C2 1.824
8 H 1.965 0.430 0.953  C2 1.083
9 H 0.482 0.158 0.245  C2 1.098
10 H -0.217 1.410 1.681  C5 1.076
11 H 0.778 -1.867 -2.588  C1 1.095
12 O -1.475 1.269 -1.202  C16 1.244
13 O -1.750 3.231 -0.105  C16 1.253
14 H 1.043 -1.044 1.401  C2 1.083
15 H -1.805 1.888 1.902  C5 1.102
16 C -1.492 2.009 -0.201  C5 1.572, O12 1.244, O13 1.253

Calculated values
E_LUMO in eV: 3.135
Frontier orbital gap in eV: 7.1
2S+1: 1
Charge: -1
HOMO level in Ha: -0.146

Atom-resolved charges from Mulliken, all expressed in e: C -0.746; C -0.534; H 0.311; H 0.278; C -1.020; H 0.221; S -0.141; H 0.365; H -0.120; H 0.239; H 0.252; O -0.692; O -0.732; H 0.374; H 0.309; C 0.637

***

Which one sits at the bottom of the stability order? arrangement 2 does.

***

Arrangement 1

Here is a 3-piece molecular cluster, C4H6Cl8 overall from OMol25. Energies are from ωB97M-V/def2-TZVPD.

Bonds (Å) are listed after each position.
Element x y z (Å)
1 Cl -2.096 -1.052 -1.840  C2 1.848
2 C -2.090 -1.387 -0.022  Cl1 1.848, H3 1.090, Cl9 1.831, Cl15 1.796
3 H -1.322 -2.077 0.327  C2 1.090
4 H 0.171 3.118 -1.349  C16 1.090
5 H -2.384 3.044 -1.690  C13 1.090
6 C 3.778 -5.072 3.497  Cl8 1.750, H10 1.090, Cl11 1.815, Cl14 1.736
7 H -1.773 2.921 -3.222  C13 1.090
8 Cl 5.060 -3.990 2.998  C6 1.750
9 Cl -1.664 0.185 0.816  C2 1.831
10 H 4.166 -6.019 3.122  C6 1.090
11 Cl 2.241 -4.539 2.692  C6 1.815
12 Cl 0.833 4.552 -3.145  C16 1.776
13 C -1.725 3.591 -2.364  H5 1.090, H7 1.090, C16 1.612, Cl17 1.780
14 Cl 3.676 -5.074 5.230  C6 1.736
15 Cl -3.676 -2.015 0.539  C2 1.796
16 C -0.249 3.989 -1.854  H4 1.090, Cl12 1.776, C13 1.612, H18 1.090
17 Cl -2.662 5.075 -2.661  C13 1.780
18 H -0.283 4.749 -1.074  C16 1.090

Calculated values
E_LUMO in eV: 0.065
Frontier orbital gap in eV: 10.7
2S+1: 1
SMILES string: ClC(Cl)Cl.ClC(Cl)Cl.ClCCCl
Charge: 0
HOMO level in Ha: -0.391

Atom-resolved charges from Mulliken, all expressed in e: Cl -0.117; C 0.058; H 0.287; H 0.266; H 0.217; C 0.049; H 0.339; Cl -0.124; Cl -0.129; H 0.292; Cl -0.119; Cl -0.174; C -0.392; Cl -0.098; Cl -0.102; C -0.377; Cl -0.193; H 0.317

***

Arrangement 2

Here is a 3-piece molecular cluster, C4H6Cl8 overall from OMol25. Energies are from ωB97M-V/def2-TZVPD.

Bonds (Å) are listed after each position.
Element x y z (Å)
1 C 0.220 2.024 -2.875  H5 1.090, Cl9 1.777, Cl16 1.766, Cl18 1.792
2 C -0.239 1.391 4.072  H3 1.090, C4 1.545, Cl6 1.803, H13 1.090
3 H 0.784 1.432 3.698  C2 1.090
4 C -0.907 2.778 3.950  C2 1.545, Cl8 1.788, H15 1.090, H17 1.090
5 H 0.231 1.107 -3.464  C1 1.090
6 Cl -0.165 0.727 5.746  C2 1.803
7 Cl 0.326 -6.514 -2.475  C10 1.776
8 Cl -2.510 2.679 4.737  C4 1.788
9 Cl -0.554 3.296 -3.845  C1 1.777
10 C 0.974 -5.461 -3.750  Cl7 1.776, Cl11 1.763, Cl12 1.800, H14 1.090
11 Cl 0.431 -3.808 -3.460  C10 1.763
12 Cl 0.426 -6.075 -5.351  C10 1.800
13 H -0.826 0.741 3.422  C2 1.090
14 H 2.061 -5.401 -3.689  C10 1.090
15 H -1.110 3.091 2.926  C4 1.090
16 Cl 1.871 2.616 -2.666  C1 1.766
17 H -0.364 3.632 4.356  C4 1.090
18 Cl -0.648 1.746 -1.332  C1 1.792

Calculated values
E_LUMO in eV: 0.257
Frontier orbital gap in eV: 11.0
2S+1: 1
SMILES string: ClC(Cl)Cl.ClC(Cl)Cl.ClCCCl
Charge: 0
HOMO level in Ha: -0.393

Atom-resolved charges from Mulliken, all expressed in e: C 0.060; C -0.402; H 0.304; C -0.400; H 0.287; Cl -0.169; Cl -0.111; Cl -0.181; Cl -0.118; C 0.046; Cl -0.111; Cl -0.117; H 0.288; H 0.294; H 0.253; Cl -0.117; H 0.306; Cl -0.111

***

Which one sits at the bottom of the stability order? arrangement 1 does.

***

Arrangement 1

Here is an isolated ion of composition C4H5N2 and charge +1 from OMol25. Energies are from ωB97M-V/def2-TZVPD.

Bonds (Å) are listed after each position.
Element x y z (Å)
1 C 2.195 -1.619 1.135  C2 1.260, H11 1.057
2 C 1.158 -1.125 0.617  C1 1.260, N8 1.299
3 C -1.555 0.833 -0.101  C5 1.582, N6 1.437, H7 1.164, H9 1.022
4 H 0.475 1.392 -0.897  C5 1.071
5 C -0.161 0.537 -0.791  C3 1.582, H4 1.071, N8 1.458, H10 1.196
6 N -1.206 -0.030 0.994  C3 1.437, N8 1.591
7 H -2.406 0.476 -0.811  C3 1.164
8 N 0.099 -0.493 0.209  C2 1.299, C5 1.458, N6 1.591
9 H -1.723 1.819 0.107  C3 1.022
10 H -0.042 0.112 -1.903  C5 1.196
11 H 3.166 -1.902 1.441  C1 1.057

Calculated values
E_LUMO (alpha / beta) in eV: -6.501 / -7.813
Frontier orbital gap (alpha / beta) in eV: 9.3 / 7.9
2S+1: 1
SMILES string: C#C[N+]1=NCC1
Charge: +1
HOMO level (alpha / beta) in Ha: -0.579 / -0.577

Atom-resolved charges from Mulliken, all expressed in e: C -0.381; C 0.414; C -0.278; H 0.315; C -0.467; N -0.142; H 0.274; N 0.209; H 0.341; H 0.291; H 0.424

***

Arrangement 2

Here is an isolated ion of composition C4H5N2 and charge +1 from OMol25. Energies are from ωB97M-V/def2-TZVPD.

Bonds (Å) are listed after each position.
Element x y z (Å)
1 H -1.752 -1.702 0.128  N10 1.022
2 C 0.151 0.386 -0.134  C5 1.413, C6 1.434, N9 1.307
3 H 2.667 -0.493 1.180  C7 1.068
4 H -0.962 2.426 -0.437  C6 1.076
5 C -1.226 0.125 0.043  C2 1.413, C6 1.422, N10 1.310
6 C -0.771 1.473 0.024  C2 1.434, H4 1.076, C5 1.422
7 C 2.470 -0.293 0.149  H3 1.068, N9 1.252, H11 1.164
8 H -3.153 -0.809 0.081  N10 0.998
9 N 1.385 0.034 -0.383  C2 1.307, C7 1.252
10 N -2.164 -0.784 -0.049  H1 1.022, C5 1.310, H8 0.998
11 H 3.355 -0.362 -0.604  C7 1.164

Calculated values
E_LUMO in eV: -4.360
Frontier orbital gap in eV: 10.1
2S+1: 1
SMILES string: C=Nc1cc1=[NH2+]
Charge: +1
HOMO level in Ha: -0.530

Atom-resolved charges from Mulliken, all expressed in e: H 0.272; C 0.458; H 0.293; H 0.347; C 0.279; C -0.377; C -0.136; H 0.267; N -0.288; N -0.355; H 0.241

***

Which one sits at the bottom of the stability order? arrangement 1 does.